# 1
39
Properties=species:S:1:pos:R:3 method="wB97M-V/def2-TZVPD" smiles=CN(Cc1ccon1)Cc1cn(C)nc1-c1cccc(Cl)c1 e_above_lowest_kj_mol=177.0 e_homo_ev=-8.498 e_lumo_ev=0.682 mol_weight_g_mol=316.8 max_force_ev_per_a=1.212
C -2.172 -0.308 2.285
N -1.207 -0.571 1.239
C -1.681 -1.596 0.323
C -2.801 -1.065 -0.502
C -2.802 0.117 -1.291
C -4.052 0.136 -1.825
O -4.742 -0.930 -1.406
N -3.959 -1.666 -0.584
C 0.106 -0.880 1.795
C 1.160 -1.020 0.747
C 1.841 -2.182 0.447
N 2.744 -1.889 -0.509
C 3.679 -2.777 -1.136
N 2.697 -0.611 -0.846
C 1.744 -0.047 -0.107
C 1.459 1.373 -0.251
C 2.424 2.214 -0.805
C 2.170 3.563 -0.960
C 0.954 4.102 -0.571
C -0.002 3.259 -0.030
Cl -1.541 3.905 0.443
C 0.232 1.907 0.136
H -1.836 0.542 2.879
H -3.130 -0.058 1.832
H -2.317 -1.172 2.952
H -2.019 -2.507 0.844
H -0.854 -1.859 -0.344
H -2.004 0.816 -1.420
H -4.556 0.814 -2.485
H 0.079 -1.809 2.392
H 0.372 -0.054 2.463
H 1.743 -3.172 0.848
H 4.367 -3.195 -0.399
H 4.240 -2.202 -1.869
H 3.157 -3.594 -1.637
H 3.367 1.789 -1.110
H 2.923 4.208 -1.387
H 0.749 5.154 -0.690
H -0.534 1.263 0.540

# 2
44
Properties=species:S:1:pos:R:3 method="wB97M-V/def2-TZVPD" s2=4.00 e_above_lowest_kj_mol=295.1 e_homo_ev="-7.006 / -7.960" e_lumo_ev="-1.039 / -1.856" mol_weight_g_mol=553.2 max_force_ev_per_a=5.267 multiplicity=4
C 1.593 1.181 1.859
C 1.684 -1.330 1.802
H 2.463 1.826 1.659
H 1.661 0.744 2.859
H 0.715 1.853 1.827
H 2.119 -2.230 1.341
H 2.320 -1.028 2.633
H 0.684 -1.630 2.161
C 0.971 2.579 -0.973
C 1.122 3.399 -2.088
C 1.044 2.847 -3.365
C 0.814 1.480 -3.500
H 1.061 2.944 0.052
H 1.312 4.456 -1.926
H 1.167 3.467 -4.251
H 0.754 0.975 -4.462
N 0.742 1.259 -1.114
C 0.662 0.697 -2.358
C 0.519 -0.745 -2.335
N 0.502 -1.268 -1.074
C 0.364 -2.592 -0.876
C 0.400 -2.962 -3.255
C 0.337 -3.468 -1.956
H 0.296 -2.919 0.165
H 0.280 -4.535 -1.752
C 0.479 -1.586 -3.446
H 0.519 -1.117 -4.428
H 0.388 -3.630 -4.114
Co 0.907 -0.018 0.245
I 3.405 -0.105 0.036
C -1.356 0.314 3.328
C -1.836 0.087 1.902
O -0.902 0.007 0.932
C -2.669 -1.269 1.892
F -3.657 -1.292 2.838
F -3.226 -1.540 0.696
F -1.817 -2.300 2.186
C -2.816 1.289 1.538
F -3.806 1.455 2.464
F -2.087 2.444 1.519
F -3.389 1.154 0.326
H -0.670 -0.487 3.618
H -2.218 0.320 4.000
H -0.835 1.273 3.391

# 3
61
Properties=species:S:1:pos:R:3 method="wB97M-V/def2-TZVPD" s2=0.76 total_charge=-2 e_homo_ev="-1.542 / -1.212" e_lumo_ev="4.654 / 4.654" mol_weight_g_mol=799.1 max_force_ev_per_a=1.023 multiplicity=2
Cu 0.026 -0.217 0.673
F -3.047 -1.885 -3.761
C -3.298 -1.117 -2.689
F -4.616 -1.169 -2.478
F -2.948 0.128 -2.988
S -2.376 -1.767 -1.175
O -1.371 -0.744 -0.939
O -3.411 -2.032 -0.225
N -1.754 -3.118 -1.697
S -0.274 -2.962 -2.279
O -0.141 -1.991 -3.327
O 0.764 -3.095 -1.305
C -0.239 -4.586 -3.182
F -0.500 -5.618 -2.368
F -1.132 -4.611 -4.181
F 0.973 -4.790 -3.718
C 3.074 -0.788 -2.245
C 4.108 -0.904 -1.116
C 3.908 -2.214 -0.342
C 4.055 0.330 -0.233
C 5.136 1.187 -0.246
C 5.142 2.407 0.427
C 3.979 2.772 1.090
C 2.853 1.967 1.142
C 1.623 2.531 1.834
C 1.189 1.710 3.058
C 0.457 2.788 0.845
C 2.856 0.659 0.520
N 1.862 -0.200 0.641
H 3.144 -1.635 -2.932
H 3.223 0.139 -2.804
H 2.071 -0.784 -1.825
H 5.106 -0.928 -1.570
H 2.912 -2.235 0.091
H 4.646 -2.303 0.460
H 4.008 -3.069 -1.016
H 6.013 0.894 -0.818
H 6.006 3.060 0.407
H 3.941 3.740 1.585
H 1.913 3.518 2.203
H 0.954 0.688 2.769
H 0.305 2.142 3.529
H 2.008 1.685 3.779
H -1.277 1.963 0.327
H 0.844 2.727 -0.176
H 0.073 3.802 1.006
F -2.057 0.877 4.309
C -3.056 1.234 3.481
F -4.193 1.180 4.210
F -2.847 2.494 3.128
S -3.189 -0.031 2.023
O -1.776 -0.453 1.927
O -0.618 1.869 1.028
N -3.508 1.029 0.816
S -4.961 1.564 0.551
O -5.088 2.041 -0.796
O -5.491 2.411 1.590
C -6.224 0.166 0.689
F -6.203 -0.330 1.942
F -7.434 0.732 0.509
F -6.142 -0.859 -0.153